# 1
Below is a 2-piece molecular cluster, C2H11N3 overall, with properties calculated with the ωB97M-V functional and the def2-TZVPD basis.

Geometry (Å):
N (-0.34, -0.77, -2.26)
C (-1.43, -0.15, -1.67)
N (-1.46, 1.38, -1.88)
H (-0.40, -0.94, -3.25)
H (0.43, -0.18, -2.15)
H (-2.27, -0.62, -2.17)
H (-1.45, -0.30, -0.60)
H (-0.58, 1.78, -1.41)
H (-2.19, 1.93, -1.53)
C (1.72, -0.78, 2.48)
N (1.11, 0.51, 2.02)
H (2.86, -0.67, 2.64)
H (1.42, -1.49, 1.76)
H (1.40, -1.33, 3.31)
H (0.01, 0.39, 2.03)
H (1.14, 1.24, 2.69)

## Properties
SMILES	NCN.CN
charge	0
ΔE to the lowest compared entry with this formula, charge and spin	33.50	kcal/mol
HOMO-LUMO gap	10.09	eV

These are the Mulliken partial charges, in e, on atoms 1 to 6: N -0.523; C -0.179; N -0.686; H 0.231; H 0.189; H 0.343

# 2
Below is a 2-piece molecular cluster, C2H11N3O2 overall, with properties calculated with the ωB97M-V functional and the def2-TZVPD basis.

Geometry (Å):
C (1.22, -0.83, -1.47)
N (-0.15, -0.40, -1.61)
O (-0.13, 0.91, -2.07)
C (-1.09, -0.42, -0.12)
N (-1.23, 0.97, 0.26)
H (1.74, -0.15, -0.79)
H (1.18, -1.86, -1.11)
H (1.72, -0.78, -2.44)
H (-1.01, 0.98, -2.51)
H (-1.21, -1.10, 0.74)
H (-2.01, -0.70, -0.65)
H (-1.64, 1.14, 1.18)
H (-1.72, 1.62, -0.34)
N (0.62, 0.29, 2.58)
O (1.48, -0.19, 1.57)
H (0.29, 1.18, 2.19)
H (1.08, 0.38, 3.48)
H (0.87, -1.03, 1.10)

## Properties
SMILES	CN(O)CN.NO
charge	0
ΔE to the lowest compared entry with this formula, charge and spin	155.52	kcal/mol
HOMO-LUMO gap	9.31	eV

These are the Mulliken partial charges, in e, on atoms 1 to 6: C -0.948; N -0.111; O -0.456; C -0.632; N -0.424; H 0.392

# 3
Below is a 3-piece molecular cluster, C2H11N3O2 overall, with properties calculated with the ωB97M-V functional and the def2-TZVPD basis.

Geometry (Å):
H (0.35, -1.86, -0.78)
N (0.88, -1.01, -0.61)
C (0.07, -0.04, -0.30)
N (-1.22, 0.14, -0.83)
N (0.38, 0.87, 0.64)
C (1.64, 0.81, 1.35)
H (-1.57, -0.57, -1.45)
H (-1.27, 1.12, -1.08)
H (-0.13, 1.73, 0.77)
H (2.00, -0.20, 1.18)
H (1.63, 1.09, 2.40)
H (2.42, 1.48, 0.98)
O (-5.54, 0.04, -0.72)
H (-6.13, 0.44, -1.37)
H (-4.73, 0.55, -0.76)
O (3.73, -1.47, 0.61)
H (3.01, -1.53, -0.05)
H (4.49, -1.60, 0.03)

## Properties
SMILES	[H]/N=C(\N)NC.O.O
charge	0
ΔE to the lowest compared entry with this formula, charge and spin	24.78	kcal/mol
HOMO-LUMO gap	9.27	eV

These are the Mulliken partial charges, in e, on atoms 1 to 6: H 0.143; N -0.618; C 0.366; N -0.411; N -0.187; C -0.762

# 4
Below is a 3-piece molecular cluster, C2H11N3O2 overall, with properties calculated with the ωB97M-V functional and the def2-TZVPD basis.

Geometry (Å):
H (-0.07, -0.61, 2.43)
N (0.50, -0.55, 1.58)
C (-0.13, 0.05, 0.65)
N (-1.35, 0.71, 0.79)
N (0.43, 0.20, -0.60)
C (0.85, -0.98, -1.35)
H (-1.56, 1.44, 0.13)
H (-1.75, 0.87, 1.70)
H (0.29, 1.01, -1.16)
H (1.56, -1.55, -0.75)
H (1.32, -0.70, -2.27)
H (0.02, -1.67, -1.54)
O (-3.49, 0.56, -1.57)
H (-4.32, 0.62, -1.07)
H (-2.94, 0.04, -0.96)
O (3.46, -0.13, 0.68)
H (2.51, -0.19, 0.85)
H (3.61, 0.82, 0.63)

## Properties
SMILES	[H]/N=C(\N)NC.O.O
charge	0
ΔE to the lowest compared entry with this formula, charge and spin	14.72	kcal/mol
HOMO-LUMO gap	9.66	eV

These are the Mulliken partial charges, in e, on atoms 1 to 6: H 0.189; N -0.731; C 0.636; N -0.453; N -0.242; C -0.927

# 5
Below is a 3-piece molecular cluster, C2H11N3O2 overall, with properties calculated with the ωB97M-V functional and the def2-TZVPD basis.

Geometry (Å):
H (1.08, -0.94, -1.97)
N (0.13, -1.05, -1.61)
C (-0.17, -0.18, -0.70)
N (0.57, 0.93, -0.33)
N (-1.49, -0.33, -0.26)
C (-2.03, 0.51, 0.82)
H (0.13, 1.83, -0.26)
H (1.26, 0.64, 0.36)
H (-2.06, -1.06, -0.64)
H (-1.50, 1.44, 0.99)
H (-3.09, 0.58, 0.51)
H (-2.22, -0.05, 1.74)
O (0.49, -4.81, 1.59)
H (0.93, -5.06, 2.39)
H (-0.46, -4.69, 1.82)
O (2.74, 4.33, -1.17)
H (3.55, 4.18, -1.62)
H (2.13, 3.74, -1.65)

## Properties
SMILES	[H]/N=C(\N)NC.O.O
charge	0
ΔE to the lowest compared entry with this formula, charge and spin	37.12	kcal/mol
HOMO-LUMO gap	8.89	eV

These are the Mulliken partial charges, in e, on atoms 1 to 6: H 0.241; N -0.724; C 0.462; N -0.444; N -0.194; C -0.811

# 6
Below is a 4-piece molecular cluster, C2H11N3O2 overall, with properties calculated with the ωB97M-V functional and the def2-TZVPD basis.

Geometry (Å):
C (-0.77, -1.22, 0.52)
N (0.54, -0.54, 0.46)
C (0.47, 0.88, 0.51)
N (1.57, 1.45, 0.95)
N (-0.67, 1.50, 0.17)
H (-1.01, -1.41, -0.53)
H (-0.62, -2.18, 1.02)
H (-1.58, -0.66, 1.00)
H (1.16, -0.69, 1.27)
H (1.00, 0.29, -1.24)
H (1.37, 2.39, 1.27)
H (-0.44, 2.43, -0.16)
H (3.13, -2.20, -0.90)
H (2.11, -1.09, -0.61)
O (2.83, -1.34, -1.20)
H (-2.31, 0.76, -0.48)
H (-3.55, 1.11, -1.38)
O (-3.24, 0.53, -0.68)

## Properties
charge	0
ΔE to the lowest compared entry with this formula, charge and spin	160.18	kcal/mol
HOMO-LUMO gap	5.62	eV

These are the Mulliken partial charges, in e, on atoms 1 to 6: C -1.025; N -0.333; C 0.241; N -0.673; N -0.537; H 0.327

# 7
Below is a 2-piece molecular cluster, C2H11N4O2 overall, with properties calculated with the ωB97M-V functional and the def2-TZVPD basis.

Geometry (Å):
C (0.18, 0.85, -0.05)
C (-1.05, -0.04, -0.08)
N (0.67, 1.21, -1.22)
N (0.30, 1.46, 1.15)
N (-0.97, -1.08, -1.05)
N (-1.26, -0.53, 1.28)
O (2.03, -0.70, -0.02)
O (-2.03, 0.93, -0.27)
H (1.42, 1.85, -1.36)
H (0.43, 0.56, -1.86)
H (0.99, 2.25, 1.28)
H (-0.33, 0.90, 1.74)
H (-1.79, -1.48, -1.41)
H (-0.10, -1.50, -1.28)
H (-0.86, -1.39, 1.47)
H (2.46, -1.55, -0.03)
H (-2.20, -0.28, 1.67)
H (2.75, -0.03, 0.26)
H (-2.54, 0.97, -1.09)

## Properties
charge	+1
ΔE to the lowest compared entry with this formula, charge and spin	33.57	kcal/mol
HOMO-LUMO gap	10.48	eV

These are the Mulliken partial charges, in e, on atoms 1 to 6: C -0.267; C 1.210; N -0.213; N -0.302; N -0.585; N -0.643

# 8
Below is a 3-piece molecular cluster, C2H11NO2 overall, with properties calculated with the ωB97M-V functional and the def2-TZVPD basis.

Geometry (Å):
C (0.66, -1.38, 1.03)
C (0.76, 0.14, 1.18)
N (-0.53, 0.78, 1.12)
H (-0.38, -1.62, 0.79)
H (1.21, -1.89, 0.23)
H (0.94, -1.90, 1.94)
H (1.39, 0.32, 2.06)
H (1.46, 0.56, 0.45)
H (-1.25, 0.08, 1.08)
H (-0.76, 1.51, 1.77)
O (0.23, 1.38, -2.03)
H (1.06, 0.96, -1.78)
H (-0.12, 1.72, -1.19)
O (-1.93, -0.35, -2.11)
H (-1.28, 0.17, -1.60)
H (-1.47, -0.50, -2.95)

## Properties
SMILES	CCN.O.O
charge	0
ΔE to the lowest compared entry with this formula, charge and spin	18.82	kcal/mol
HOMO-LUMO gap	10.39	eV

These are the Mulliken partial charges, in e, on atoms 1 to 6: C -1.044; C -0.024; N -0.504; H 0.321; H 0.279; H 0.286

# 9
Below is a 3-piece molecular cluster, C2H11NO2 overall, with properties calculated with the ωB97M-V functional and the def2-TZVPD basis.

Geometry (Å):
C (-0.36, -1.67, 0.51)
N (-1.69, -1.03, 0.26)
C (-1.68, 0.36, -0.13)
H (-0.11, -1.59, 1.57)
H (0.46, -1.13, 0.01)
H (-0.34, -2.62, -0.02)
H (-2.03, -1.72, -0.41)
H (-0.75, 0.73, -0.57)
H (-2.42, 0.47, -0.93)
H (-1.93, 1.00, 0.72)
H (2.43, 1.00, -1.56)
H (0.97, 0.47, -2.06)
O (1.62, 1.18, -2.05)
H (2.38, 1.71, 2.17)
H (1.29, 1.24, 1.27)
O (2.16, 1.60, 1.24)

## Properties
2S+1	2
charge	+1
ΔE to the lowest compared entry with this formula, charge and spin	32.97	kcal/mol
expectation value of S²	0.754
HOMO-LUMO gap (alpha / beta)	10.98 / 5.77	eV

These are the Mulliken partial charges, in e, on atoms 1 to 6: C -0.675; N 0.073; C -0.532; H 0.332; H 0.249; H 0.342

# 10
Below is a 3-piece molecular cluster, C2H11NO2S overall, with properties calculated with the ωB97M-V functional and the def2-TZVPD basis.

Geometry (Å):
C (1.23, 0.28, 0.29)
C (1.17, 0.62, -1.25)
S (-0.55, 1.00, -1.67)
N (2.42, -0.50, 0.68)
H (1.32, 1.20, 0.85)
H (0.37, -0.30, 0.62)
H (1.80, 1.43, -1.59)
H (1.33, -0.34, -1.72)
H (-1.25, 0.85, -0.51)
H (2.63, -1.33, 0.14)
H (3.15, 0.16, 0.87)
H (-2.38, 2.63, 2.17)
H (-2.33, 3.14, 0.80)
O (-2.16, 3.43, 1.70)
H (-2.46, -4.66, 0.08)
H (-2.31, -3.73, -1.17)
O (-1.98, -3.91, -0.28)

## Properties
2S+1	2
charge	+1
ΔE to the lowest compared entry with this formula, charge and spin	20.09	kcal/mol
expectation value of S²	0.753
HOMO-LUMO gap (alpha / beta)	9.68 / 4.35	eV

These are the Mulliken partial charges, in e, on atoms 1 to 6: C -0.759; C -0.336; S 0.256; N -0.517; H 0.399; H 0.451

# 11
Below is a 4-piece molecular cluster, C2H11NO3 overall, with properties calculated with the ωB97M-V functional and the def2-TZVPD basis.

Geometry (Å):
C (1.01, -1.13, 3.45)
C (0.56, -1.83, 2.41)
N (0.80, -1.42, 1.08)
H (1.46, -0.15, 3.38)
H (0.75, -1.51, 4.42)
H (0.02, -2.75, 2.57)
H (1.75, -1.09, 0.93)
H (0.51, -2.06, 0.37)
O (-0.55, 1.45, 1.31)
H (-1.38, 1.00, 1.08)
H (0.07, 0.71, 1.31)
O (-1.90, 1.01, -1.50)
H (-1.72, 1.53, -2.29)
H (-1.20, 0.35, -1.49)
O (0.30, 1.33, -5.15)
H (0.24, 0.54, -5.70)
H (1.19, 1.40, -4.80)

## Properties
SMILES	C=CN.O.O.O
charge	0
ΔE to the lowest compared entry with this formula, charge and spin	23.01	kcal/mol
HOMO-LUMO gap	9.29	eV

These are the Mulliken partial charges, in e, on atoms 1 to 6: C -0.747; C 0.103; N -0.520; H 0.242; H 0.232; H 0.261

# 12
Below is C2H11NO3 as an isolated structure, with properties calculated with the ωB97M-V functional and the def2-TZVPD basis.

Geometry (Å):
C (1.19, -0.06, 1.44)
C (0.39, 0.83, 0.89)
N (-1.05, -1.99, 0.90)
H (2.23, 0.28, 1.68)
H (0.83, -1.11, 1.60)
H (-0.56, 0.55, 0.33)
H (-2.05, -2.15, 0.61)
H (-0.65, -2.66, 1.49)
H (-0.58, -1.87, -0.30)
H (0.40, 1.96, 1.02)
O (-0.12, -1.38, -1.29)
H (0.92, 0.73, -1.61)
H (0.08, -1.80, -2.14)
O (1.31, 1.59, -1.25)
H (-1.70, 2.81, -1.32)
H (0.43, 2.01, -1.18)
O (-1.06, 2.26, -0.85)

## Properties
charge	0
ΔE to the lowest compared entry with this formula, charge and spin	239.81	kcal/mol
HOMO-LUMO gap	3.94	eV

These are the Mulliken partial charges, in e, on atoms 1 to 6: C -0.223; C -0.292; N -0.671; H 0.259; H 0.198; H 0.271

# 13
Below is a 3-piece molecular cluster, C2H11NO3 overall, with properties calculated with the ωB97M-V functional and the def2-TZVPD basis.

Geometry (Å):
N (-0.85, 0.52, -1.63)
C (-1.14, 1.12, -0.34)
C (-1.44, 0.27, 0.87)
O (-0.44, 0.42, 1.92)
H (-0.10, -0.19, -1.60)
H (-1.63, -0.04, -1.96)
H (-1.97, 1.80, -0.57)
H (-0.41, 1.88, -0.06)
H (-1.45, -0.81, 0.67)
H (-2.43, 0.43, 1.28)
H (-0.85, 0.21, 2.76)
O (1.80, -0.85, 0.85)
H (1.11, -0.19, 1.03)
H (2.02, -1.07, 1.77)
O (1.57, -1.00, -1.81)
H (1.94, -0.43, -1.13)
H (1.67, -1.90, -1.47)

## Properties
SMILES	NCCO.O.O
charge	0
ΔE to the lowest compared entry with this formula, charge and spin	18.49	kcal/mol
HOMO-LUMO gap	9.68	eV

These are the Mulliken partial charges, in e, on atoms 1 to 6: N -0.556; C -0.674; C -0.339; O -0.571; H 0.277; H 0.251

# 14
Below is a 3-piece molecular cluster, C2H11NO3 overall, with properties calculated with the ωB97M-V functional and the def2-TZVPD basis.

Geometry (Å):
N (-0.09, 2.52, -1.00)
C (-0.70, 1.32, -0.39)
C (-0.54, 0.09, -1.25)
O (-1.37, -0.95, -0.77)
H (0.68, 2.19, -1.57)
H (0.37, 3.07, -0.29)
H (-0.34, 1.19, 0.64)
H (-1.79, 1.38, -0.26)
H (-0.88, 0.28, -2.28)
H (0.47, -0.26, -1.48)
H (-0.98, -1.33, 0.02)
O (-0.41, -2.59, 1.57)
H (0.26, -2.64, 2.27)
H (-1.15, -3.09, 1.95)
O (2.09, -0.32, 1.35)
H (2.28, -1.16, 0.91)
H (2.11, 0.30, 0.60)

## Properties
SMILES	NCCO.O.O
charge	0
ΔE to the lowest compared entry with this formula, charge and spin	18.05	kcal/mol
HOMO-LUMO gap	9.86	eV

These are the Mulliken partial charges, in e, on atoms 1 to 6: N -0.651; C -0.278; C -0.516; O -0.504; H 0.233; H 0.266

# 15
Below is a 4-piece molecular cluster, C2H11NO4 overall, with properties calculated with the ωB97M-V functional and the def2-TZVPD basis.

Geometry (Å):
C (-0.30, -0.01, 2.20)
C (-0.81, 0.09, 0.77)
N (-0.14, 0.94, -0.09)
O (-1.70, -0.66, 0.41)
H (-1.14, -0.12, 2.88)
H (0.27, -0.92, 2.35)
H (0.31, 0.87, 2.39)
H (0.87, 1.00, -0.01)
H (-0.77, 1.54, -0.58)
O (2.73, 0.54, -0.44)
H (2.26, -0.05, -1.01)
H (3.62, 0.18, -0.36)
O (-2.78, 1.31, -1.80)
H (-2.96, 1.33, -0.88)
H (-3.35, 0.59, -2.09)
O (1.37, -1.87, -1.46)
H (0.67, -2.05, -0.82)
H (1.85, -2.71, -1.45)

## Properties
SMILES	CC(N)=O.O.O.O
charge	0
ΔE to the lowest compared entry with this formula, charge and spin	25.33	kcal/mol
HOMO-LUMO gap	10.17	eV

These are the Mulliken partial charges, in e, on atoms 1 to 6: C -1.019; C 0.446; N -0.187; O -0.529; H 0.316; H 0.252